Entry 1:
A cluster of 2 separate species, C17H34BrCl2N4O5P2 in total at a distorted geometry. Source: OMol25; level of theory: wB97M-V/def2-TZVPD.

Net charge ... +1
Gap between HOMO and LUMO ... 9.1 eV
Calculated total energy ... -5440.1824 hartree

Element x y z (Å)
C1 2.2507 -3.4790 -0.3033
C2 1.1421 -2.6528 0.5580
C3 1.8564 -1.4314 1.3743
C4 1.0019 -0.0682 1.0628
C5 0.9439 0.9365 2.3115
C6 1.6168 0.5414 -0.2963
N1 0.3977 0.8827 -1.1391
C7 0.0093 2.2737 -0.8327
N2 -1.1965 2.8381 -0.9636
P1 -2.6448 1.9854 -1.5262
N3 -2.3779 0.8374 -2.6032
N4 1.2700 2.8639 -0.4246
P2 1.2658 4.3743 0.4862
O1 -0.1487 4.4181 1.4948
Cl1 0.9392 6.0371 -0.8166
C8 2.4237 1.9223 -0.2992
C9 3.0065 1.9501 -1.8373
C10 2.6085 3.2718 -2.6363
O2 3.1520 4.3768 -2.5369
Cl2 1.2349 3.1425 -3.8681
C11 3.5961 2.1883 0.7513
Br1 4.8039 3.7146 0.2321
C12 4.4607 0.9074 1.1666
C13 5.0378 0.0380 -0.0451
H1 1.8373 -4.4720 -0.6714
H2 3.2304 -3.5801 0.2676
H3 2.4816 -2.8038 -1.2120
H4 0.5676 -3.3363 1.2637
H5 0.3969 -2.2593 -0.2284
H6 1.8656 -1.6898 2.4843
H7 2.9126 -1.3722 0.9451
H8 -0.0791 -0.4458 0.9112
H9 0.2251 0.4728 3.0789
H10 0.6627 1.9970 2.0154
H11 1.9756 0.9390 2.8147
H12 2.0969 -0.3325 -0.8742
H13 -0.3597 0.1897 -1.1430
H14 -1.2809 3.8451 -0.7322
H15 -3.3432 1.5450 -0.3456
H16 -3.4556 2.9879 -2.1901
H17 -2.7691 -0.0247 -2.1610
H18 0.1291 4.0955 2.3842
H19 2.6167 1.0656 -2.4598
H20 4.1475 1.8659 -1.8729
H21 3.0904 2.5544 1.7220
H22 3.8928 0.2883 1.9579
H23 5.3800 1.3160 1.7334
H24 5.6154 0.6916 -0.8002
H25 4.2351 -0.5501 -0.5983
H26 5.7924 -0.7027 0.4079
C14 -6.9131 -2.4056 1.8415
C15 -6.9771 -2.3780 0.3264
O3 -5.6914 -2.0741 -0.2333
C16 -4.8314 -3.1024 -0.2969
O4 -5.0476 -4.2329 0.0591
O5 -3.6730 -2.6463 -0.8079
C17 -2.6347 -3.6178 -0.8622
H27 -6.4827 -1.4770 2.2251
H28 -7.9098 -2.5378 2.2672
H29 -6.2775 -3.2211 2.1938
H30 -7.6546 -1.5839 0.0047
H31 -7.3661 -3.3163 -0.0780
H32 -2.9598 -4.5269 -1.3727
H33 -2.2921 -3.8461 0.1496
H34 -1.8034 -3.1872 -1.4227

Forces on atoms 1 to 3 (eV/Å):
-0.50 1.19 -0.02
0.81 -0.28 -0.50
-1.26 -0.43 -0.84

Here are the Löwdin charges for atoms 1 to 6, given in e:
1. C -0.1130
2. C -0.2327
3. C -0.1539
4. C -0.2664
5. C -0.0570
6. C -0.1780

=====

Entry 2:
A structure of composition C17H34CuOP2 at a distorted geometry. Source: OMol25; level of theory: wB97M-V/def2-TZVPD.

Energy relative to the best compared isomer or geometry (same formula, charge and spin) ... 0.0 kJ/mol
<S²> ... 0.75
Spin multiplicity ... 2
Gap between HOMO and LUMO (spin up / spin down) ... 3.6 / 8.1 eV
Calculated total energy ... -3066.3152 hartree

Element x y z (Å)
P1 0.4769 1.3616 0.1001
P2 -2.5754 1.8147 0.1551
C1 -0.3011 2.6632 -1.0508
C2 -1.5487 3.2724 -0.4419
H1 -0.5555 2.0678 -1.9484
H2 0.4593 3.4052 -1.3143
H3 -1.3152 3.8504 0.4703
H4 -2.1499 3.8897 -1.1205
C3 -2.7618 0.6321 -1.2560
H5 -3.5322 -0.0882 -0.9376
H6 -1.8186 0.0877 -1.4272
H7 -3.0988 1.1358 -2.1778
C4 -4.1770 2.6120 0.2801
H8 -4.1608 3.4940 -0.3768
H9 -4.3229 2.9297 1.3234
H10 -4.9803 1.9333 -0.0482
C5 2.0551 1.5142 -0.8178
H11 2.8108 0.8095 -0.4406
H12 2.3842 2.5544 -0.6560
H13 1.8771 1.3611 -1.8944
C6 1.1564 2.1177 1.6775
H14 0.5679 1.8675 2.5793
H15 1.2467 3.2054 1.5755
H16 2.1496 1.6544 1.8008
Cu1 -1.1720 1.0368 1.3783
C7 1.1453 -2.2815 -2.0022
C8 1.8327 -1.2398 -2.5257
C9 3.2959 -1.1775 -2.7295
C10 4.0515 -2.2156 -1.8431
C11 4.2268 -1.7415 -0.4461
C12 3.2973 -1.6880 0.5235
C13 1.8530 -2.0519 0.5508
C14 1.1669 -2.8259 -0.6060
C15 -2.2020 -0.6917 3.6766
H17 0.2633 -2.6302 -2.5487
H18 1.2720 -0.3927 -2.9184
H19 3.6480 -0.1417 -2.5480
H20 3.5227 -1.3960 -3.7918
H21 3.5670 -3.2052 -1.8772
H22 5.0449 -2.3279 -2.2929
H23 5.2319 -1.3563 -0.2259
H24 3.6971 -1.4074 1.5109
H25 1.2483 -1.1591 0.7914
H26 1.7468 -2.6976 1.4388
H27 1.4925 -3.8789 -0.5902
H28 0.0924 -2.8565 -0.2840
H29 -2.7090 -0.3338 4.5799
H30 -1.4402 0.0683 3.4259
H31 -1.7187 -1.6570 3.8363
C16 -3.2269 -2.0401 1.7385
C17 -3.2886 -0.8189 2.6212
O1 -4.2129 -0.0026 2.5690
H32 -2.4975 -1.8893 0.9350
H33 -4.2001 -2.2333 1.2815
H34 -2.9145 -2.9124 2.3182

Forces on atoms 1 to 3 (eV/Å):
0.65 1.28 -0.41
-1.05 0.47 -1.07
0.06 0.07 0.06

Here are the Löwdin charges for atoms 1 to 6, given in e:
1. P 0.7304
2. P 0.6950
3. C -0.4198
4. C -0.3994
5. H 0.0688
6. H 0.0712

=====

Entry 3:
A structure of composition C17H34O2P2Ti at a distorted geometry. Source: OMol25; level of theory: wB97M-V/def2-TZVPD.

Energy relative to the best compared isomer or geometry (same formula, charge and spin) ... 169.5 kJ/mol
<S²> ... 2.00
Spin multiplicity ... 3
Gap between HOMO and LUMO (spin up / spin down) ... 4.9 / 4.8 eV
Calculated total energy ... -2350.5101 hartree

Element x y z (Å)
P1 -0.0515 -1.8013 -5.5689
P2 0.3099 2.1768 -5.4452
C1 -0.3980 -0.3641 -6.5899
C2 0.6091 0.8092 -6.5971
H1 -1.4325 -0.0394 -6.3888
H2 -0.4368 -0.7774 -7.6171
H3 1.6444 0.4504 -6.4847
H4 0.5367 1.2757 -7.5941
C3 -1.0864 3.0513 -6.2106
H5 -1.4857 3.7963 -5.5099
H6 -1.8946 2.3505 -6.4737
H7 -0.7465 3.5563 -7.1271
C4 1.7479 3.2391 -5.4455
H8 1.7160 3.8880 -6.3312
H9 2.6702 2.6434 -5.4715
H10 1.7470 3.8655 -4.5440
C5 -1.5397 -2.8654 -5.8673
H11 -1.5531 -3.7036 -5.1513
H12 -1.5253 -3.2874 -6.8874
H13 -2.4741 -2.2973 -5.7546
C6 1.1960 -2.8098 -6.4418
H14 2.0906 -2.2216 -6.6762
H15 0.7998 -3.1894 -7.3876
H16 1.5207 -3.6741 -5.8483
Ti1 1.3951 0.4672 0.3995
C7 -0.2784 1.7136 -3.8546
C8 -1.6027 1.1634 -3.6279
C9 -2.0403 -0.2074 -3.6551
C10 -1.1431 -1.3305 -3.0046
C11 0.0148 -1.9309 -3.7766
C12 1.2600 -1.2828 -4.2823
C13 1.7936 0.0238 -3.7030
C14 0.8700 1.0335 -2.9770
C15 0.1081 -0.8050 1.1401
H17 -0.3719 2.7520 -3.4487
H18 -2.3277 1.9234 -3.3146
H19 -2.4609 -0.5150 -4.6264
H20 -2.9519 -0.1626 -3.0214
H21 -0.8360 -0.9798 -2.0109
H22 -1.8275 -2.1648 -2.7844
H23 0.2193 -2.9516 -3.4354
H24 2.1149 -1.9647 -4.4423
H25 2.4116 0.5310 -4.4625
H26 2.5328 -0.2709 -2.9381
H27 0.4071 0.5751 -2.0801
H28 1.5114 1.8483 -2.5865
H29 0.6196 -1.4313 1.8974
H30 -0.1787 -1.4747 0.3061
H31 -0.8053 -0.3794 1.5878
C16 0.7672 2.9576 3.2434
C17 1.0668 2.0371 2.1427
O1 2.0310 1.1707 2.1621
O2 0.3784 2.0458 1.0440
H32 1.7173 3.2901 3.6858
H33 0.1631 2.4313 4.0007
H34 0.2060 3.8118 2.8289

Forces on atoms 1 to 3 (eV/Å):
1.42 -1.31 2.12
-1.03 -0.82 -1.51
-0.83 0.76 -0.64

Here are the Löwdin charges for atoms 1 to 6, given in e:
1. P 0.7358
2. P 0.8931
3. C -0.2866
4. C -0.2976
5. H 0.0794
6. H 0.1021